Formula: C4H8O
Source: OMol25
Level of theory: ωB97M-V with the def2-TZVPD basis set

As for the largest force on an atom: 1.82 eV/Å. For the total energy, the calculation gives -232.392281 a.u. The energy above the lowest of the compared OMol25 structures with the same formula, charge and spin is 140.1 kJ/mol. The SMILES is C=CCOC. Its spin multiplicity is 1.

XYZ file:
```
13
Properties=species:S:1:pos:R:3:nbo_charge:R:1
O -0.42967 -0.38680 1.49236 -0.533
C -0.01013 -0.69009 -0.90315 -0.207
C 0.53612 -0.74033 0.51866 -0.107
C -0.85015 0.95236 1.32073 -0.262
C 0.65417 -0.17650 -1.94913 -0.391
H 1.39651 -0.07521 0.60379 0.162
H 0.23266 -0.16828 -2.96970 0.204
H -1.57984 1.11323 2.14175 0.197
H 0.01061 1.65416 1.38997 0.167
H 0.85558 -1.75525 0.81733 0.202
H 1.55935 0.35907 -1.80865 0.191
H -1.37931 1.07706 0.32986 0.173
H -0.99590 -1.16341 -0.98383 0.204
```

=====

Formula: C8H18Br3Cl2F2LiMgNO3PS2
Source: OMol25
Level of theory: ωB97M-V with the def2-TZVPD basis set

As for the largest force on an atom: 4.21 eV/Å. For the total energy, the calculation gives -10783.148353 a.u. The energy above the lowest of the compared OMol25 structures with the same formula, charge and spin is 190.2 kJ/mol. Its spin multiplicity is 1.

XYZ file:
```
42
Properties=species:S:1:pos:R:3:nbo_charge:R:1
Br 2.42035 6.32946 -1.05638 0.078
Br 2.70271 3.14222 -1.39020 0.103
Br -0.18327 4.46162 -0.89947 0.162
Cl -2.93271 -6.27609 -1.42929 -0.395
Cl 1.83844 3.54128 6.07950 -0.697
S 1.61155 -0.20258 1.59316 0.498
S 4.92160 0.58139 1.46363 -0.411
P 3.60669 -0.67126 0.86662 1.523
Mg 3.58406 -0.47317 5.01277 0.342
F -0.81427 -4.06749 -0.00540 -0.358
F -2.47284 4.94777 -2.12202 -0.929
O 3.63168 -0.72415 -0.81359 -0.934
O 3.89131 -2.23548 1.41299 -0.914
O -1.78176 -3.95666 -1.59529 -0.389
N -2.43439 -1.00897 0.73060 -0.838
C -2.21069 -3.21019 -2.73688 -0.101
C -3.48209 -2.44822 -2.42758 -0.657
C 1.86562 0.71246 3.11834 -0.442
C -1.59701 0.13867 1.18795 -0.233
C 0.79038 1.01155 0.45976 -0.525
C 2.05340 1.46132 4.07308 -0.108
C 1.57895 4.69137 -1.67432 -0.547
C -0.65008 0.57544 0.01373 -0.432
Li -0.39243 6.61481 -1.82573 0.933
H -1.40707 -2.51974 -3.00427 0.199
H -2.33299 0.94758 1.47218 0.219
H 0.77508 2.00850 0.99017 0.279
H -2.51581 -4.61517 -1.33476 0.459
H 3.01239 -2.68123 1.39387 0.506
H -0.53892 -0.32709 -0.66082 0.213
H -3.32161 -1.76869 -1.58792 0.239
H -4.28570 -3.12925 -2.13775 0.224
H 2.06701 2.49942 4.70497 0.295
H -3.80954 -1.86880 -3.29281 0.221
H -2.35789 -3.90607 -3.56836 0.236
H -2.89129 -1.45240 1.52976 0.371
H 1.44847 1.18614 -0.44728 0.274
H -1.07095 -0.16796 2.13470 0.170
H 3.22065 -1.56449 -1.12135 0.510
H 1.44364 4.79115 -2.74791 0.222
H -1.81186 -1.73231 0.34238 0.364
H -1.06972 1.43094 -0.59208 0.268
```

=====

Formula: C32H35IrN6O2P
Source: OMol25
Level of theory: ωB97M-V with the def2-TZVPD basis set

As for the expectation value of S²: 0.770. As for the largest force on an atom: 0.46 eV/Å. For the total energy, the calculation gives -2164.615919 a.u. The energy above the lowest of the compared OMol25 structures with the same formula, charge and spin is 219.7 kJ/mol. The net charge is +2. Its spin multiplicity is 2.

XYZ file:
```
77
Properties=species:S:1:pos:R:3:mulliken_spin:R:1
Ir -0.52977 -0.16252 -0.12473 0.032
P 2.90114 -1.41055 0.27590 -0.046
O -2.32533 2.35837 1.42965 0.000
O 1.18120 2.34790 -1.50460 0.000
N -2.34629 -0.79470 -0.81579 0.001
N -0.61075 1.90974 -0.08942 0.000
N -0.31717 -1.47692 -3.02132 0.000
N -0.28169 -2.31503 0.11602 0.022
N 0.20976 -0.53327 2.65264 0.115
N -0.18759 -0.29416 -2.38286 0.006
C 2.79676 -2.04029 -1.41273 0.011
C 1.18747 0.21959 3.09782 0.109
C -0.34597 0.62781 -3.33088 0.000
C 2.37402 -2.66870 2.62220 0.210
C -0.56578 0.03515 -4.57813 0.000
C -3.29562 1.44113 -1.36760 0.000
C -1.81910 -4.16739 0.33501 0.015
C 0.62280 -2.98201 0.89181 0.007
C -0.90268 -4.84912 1.12966 0.001
C -3.38711 -2.78024 -1.68812 -0.003
C -0.53520 -1.31905 -4.33840 0.000
C -1.42543 2.74162 0.71533 0.004
C -1.46947 -2.92835 -0.14021 -0.002
C -3.25890 -0.04410 -1.47033 0.000
C 2.40311 -0.35465 3.57335 0.299
C -4.22491 -0.65382 -2.27392 -0.002
C 0.04617 4.14688 -0.37870 -0.002
C 4.61434 -1.59236 0.78622 0.016
C -0.96949 -0.10119 1.91217 -0.016
C 1.01330 1.70540 3.15426 0.007
C -0.87026 6.49902 0.67938 0.000
C 0.66871 5.31222 -0.77826 0.000
C 2.80370 -1.69848 3.52226 -0.023
C 1.86954 -2.37031 1.31455 0.190
C 0.18689 6.49728 -0.22912 0.000
C -1.00105 4.14830 0.52154 -0.002
C -1.48783 5.31551 1.07462 0.000
C 2.65018 0.35841 0.15600 0.026
C -4.29481 -2.01950 -2.40796 0.003
C 0.29429 -4.25257 1.40725 0.043
C -2.44568 -2.14414 -0.90895 -0.005
C 0.30569 2.73719 -0.75465 0.001
H -1.21693 7.44219 1.08240 0.000
H 0.01857 1.97860 3.50746 0.005
H 0.63887 7.43929 -0.51255 0.000
H 1.00428 -4.76803 2.03510 -0.005
H -2.79552 -4.57764 0.12951 0.000
H 5.23055 -1.05102 0.06630 0.000
H 2.97887 0.30207 4.21549 -0.002
H -2.52721 1.90124 -1.99177 0.000
H 4.78117 -1.17747 1.77610 -0.005
H 2.01882 -1.51676 -1.96194 0.002
H 3.74869 -1.85358 -1.91078 -0.001
H -4.26707 1.79053 -1.71089 0.000
H -0.62825 -2.16804 -4.99715 0.000
H -1.82460 -0.70554 2.20743 0.000
H 2.95766 0.84913 1.07698 -0.002
H -1.13898 -5.82335 1.53701 0.001
H 1.75312 2.13995 3.82065 -0.004
H -0.70746 0.52785 -5.52548 0.000
H 1.48822 5.30477 -1.48485 0.000
H -4.92412 -0.00979 -2.78841 0.000
H 4.89459 -2.64483 0.77903 0.003
H 2.41622 -3.69915 2.96754 0.016
H -1.18759 0.91501 2.21937 0.005
H 1.14440 2.15572 2.16587 0.008
H -0.20842 -2.33775 -2.51278 0.000
H -2.31102 5.30811 1.77728 0.000
H -3.38650 -3.85802 -1.74630 0.000
H 0.35791 -1.52711 2.73934 -0.043
H 3.22724 0.75857 -0.67832 0.001
H 2.60487 -3.11274 -1.40280 0.001
H -3.16996 1.75064 -0.33790 0.000
H 3.47748 -2.01756 4.31419 0.010
H -5.03426 -2.48313 -3.04765 0.000
H -0.26326 1.67185 -3.08551 0.000
H 1.61843 0.64785 -0.09292 -0.007
```

=====

Formula: C6H10O
Source: OMol25
Level of theory: ωB97M-V with the def2-TZVPD basis set

As for the largest force on an atom: 0.30 eV/Å. For the total energy, the calculation gives -309.790970 a.u. The energy above the lowest of the compared OMol25 structures with the same formula, charge and spin is 135.0 kJ/mol. The SMILES is C[C@H]1C[C@@]2(O)C[C@@H]12. Its spin multiplicity is 1.

XYZ file:
```
17
Properties=species:S:1:pos:R:3:nbo_charge:R:1
O 0.10379 2.47521 0.98986 -0.688
C -0.32751 -0.05412 1.28713 -0.417
C 1.07616 0.77241 -0.58050 -0.458
C -0.42411 0.61435 -0.76320 -0.234
C -0.22484 -1.89603 -0.65983 -0.607
C 0.14944 1.17683 0.51076 0.240
C -0.87348 -0.66092 -0.05367 -0.206
H -0.94331 1.10770 -1.57926 0.224
H -1.13977 0.21399 1.97051 0.220
H 0.86064 -1.76693 -0.67117 0.200
H 0.42972 -0.63274 1.83272 0.196
H -0.45322 -2.83327 -0.14507 0.208
H -1.96381 -0.77439 -0.01215 0.209
H 1.75373 -0.06615 -0.42209 0.203
H 1.01449 2.73100 1.17654 0.474
H 1.50089 1.57654 -1.17351 0.225
H -0.53881 -1.98346 -1.70706 0.210
```

=====

Formula: C28H37BN
Source: OMol25
Level of theory: ωB97M-V with the def2-TZVPD basis set

As for the largest force on an atom: 1.27 eV/Å. For the total energy, the calculation gives -1168.471051 a.u. The energy above the lowest of the compared OMol25 structures with the same formula, charge and spin is 0.0 kJ/mol. The net charge is +1. Its spin multiplicity is 1.

XYZ file:
```
67
Properties=species:S:1:pos:R:3:nbo_charge:R:1
N -0.81778 1.61250 2.13028 -0.428
C -1.96841 0.69845 2.56469 -0.014
C 2.92933 -3.15265 -1.38600 -0.122
C -2.53722 0.27238 -7.53277 -0.649
C -0.75478 2.73319 3.11551 0.146
C -1.87236 4.57692 4.19907 -0.194
C 3.56820 -3.79508 1.25267 -0.237
C 0.37604 3.95985 4.84961 -0.206
C -2.05838 -0.12430 -6.17172 0.079
C 0.98463 -1.80001 -0.60977 0.161
C -1.17070 -0.81300 -3.56745 -0.079
C -1.12672 2.16800 0.74320 -0.196
C 4.41596 -4.20423 0.21329 0.105
C -0.72257 -1.08366 -2.23717 0.024
C -1.77328 0.24705 4.00896 -0.638
C 2.10792 -2.63708 -0.33639 -0.104
C -0.16884 3.29234 0.39275 -0.638
C -0.83700 -0.79104 -5.99271 -0.214
C -2.10888 -0.49575 1.64556 -0.619
C -2.84475 0.17086 -5.05045 -0.230
C -1.87676 3.54555 3.24956 -0.253
C 0.37481 2.92979 3.89868 -0.174
C 2.44865 -3.02018 0.99744 -0.111
C -0.39633 -1.13682 -4.72192 -0.147
C 0.56387 -1.48960 -1.90236 -0.362
C -0.74239 4.78463 4.99689 -0.205
C 5.68037 -4.94958 0.50903 -0.652
C -2.42602 -0.17565 -3.77855 -0.129
C 4.05878 -3.90520 -1.10976 -0.238
B 0.57754 0.78721 2.00052 -0.208
H 1.29233 -1.57428 -2.71554 0.213
H -2.66265 1.36155 -7.59062 0.242
H 0.75812 0.08669 2.97664 -0.038
H 1.25288 2.29104 3.79890 0.251
H -3.04783 0.04206 -2.90851 0.219
H -3.80462 0.67157 -5.19592 0.231
H 4.69396 -4.26157 -1.92142 0.231
H -2.87475 1.31882 2.49263 0.203
H 5.46854 -5.88705 1.03545 0.244
H 0.87226 2.95295 0.35235 0.241
H 1.52179 1.53886 1.82431 -0.024
H -2.27785 -0.20959 0.60065 0.196
H 3.81878 -4.08461 2.27575 0.234
H 1.25645 4.10798 5.47564 0.227
H -1.44563 -0.95439 -1.42817 0.216
H 0.51710 0.05877 0.97270 -0.096
H 6.20286 -5.18857 -0.42176 0.227
H -1.76941 1.08824 4.71108 0.232
H -0.23983 -1.04862 -6.86802 0.230
H 6.35407 -4.36339 1.14718 0.246
H -1.03087 1.33597 0.03469 0.216
H -2.76063 5.20820 4.30248 0.227
H -3.51210 -0.17689 -7.76662 0.242
H -0.24285 4.11555 1.11467 0.228
H -2.76777 3.37009 2.64093 0.217
H 2.66931 -2.94604 -2.42368 0.212
H 1.80565 -2.68300 1.81309 0.234
H -1.82287 -0.03276 -8.30195 0.228
H -2.60862 -0.40770 4.28526 0.225
H -2.16455 2.51776 0.74465 0.197
H -0.43337 3.69165 -0.59135 0.223
H 0.35603 -1.50383 0.23247 0.225
H -0.84533 -0.32370 4.13325 0.238
H -2.98033 -1.07860 1.96840 0.233
H -1.23068 -1.15209 1.70073 0.221
H 0.54353 -1.67666 -4.60413 0.216
H -0.74404 5.59072 5.73311 0.228
```

=====

Formula: C11H13ClOPb
Source: OMol25
Level of theory: ωB97M-V with the def2-TZVPD basis set

As for the largest force on an atom: 4.26 eV/Å. For the total energy, the calculation gives -1155.048020 a.u. The energy above the lowest of the compared OMol25 structures with the same formula, charge and spin is 0.0 kJ/mol. The net charge is -2. Its spin multiplicity is 1.

XYZ file:
```
27
Properties=species:S:1:pos:R:3:nbo_charge:R:1
Pb -0.35322 -0.41969 0.55431 1.302
Cl -2.24342 -2.48220 1.32960 -0.781
O -2.36436 -0.55654 2.48086 -0.946
C 4.13562 -1.23896 -1.57832 -0.374
C 3.30365 -2.22758 -2.19780 -0.370
C 4.03767 -0.03307 -2.34646 -0.375
C -2.07265 1.63246 1.85196 -0.174
C -3.42786 -0.75013 3.26887 -0.223
C 3.14550 -0.27687 -3.44158 -0.373
C 2.69210 -1.63331 -3.34955 -0.370
C -0.48938 2.09939 0.21397 -0.479
C -1.70881 1.65446 -0.43673 -0.397
C -0.70447 2.04948 1.63950 -0.425
C -2.69207 1.38995 0.58229 -0.351
H -3.35319 -1.80490 3.64833 0.142
H 2.01105 -2.13167 -4.04667 0.176
H 0.47129 2.30947 -0.28684 0.230
H 4.75144 -1.38327 -0.68503 0.174
H 3.17259 -3.26078 -1.86119 0.180
H -1.87132 1.51454 -1.52605 0.223
H 2.87116 0.44249 -4.21983 0.173
H -3.68788 0.98600 0.42704 0.225
H 0.03542 2.25380 2.44305 0.219
H -3.29170 -0.01790 4.10990 0.094
H 4.56405 0.90498 -2.14284 0.172
H -4.41416 -0.60816 2.72344 0.098
H -2.51707 1.58802 2.84573 0.231
```